Formula: C40H31BrF12N7O7S2V
Source: OMol25
Level of theory: ωB97M-V/def2-TZVPD

Values from the calculation:
2S+1 ... 2
Gap between HOMO and LUMO (alpha / beta) ... 5.612 / 6.120 eV
HOMO (alpha / beta) ... -0.18878 / -0.18878 Eh
Total charge ... -1
ΔE to the lowest compared entry with this formula, charge and spin ... 102.6 kcal per mole

CARTESIAN COORDINATES (ANGSTROEM)
V: -0.78504 0.28500 -0.96821
C: 0.35421 -2.49056 4.82313
C: -0.33905 -1.99820 3.58788
C: -1.29043 -0.98805 3.66234
C: -1.92009 -0.51792 2.52584
C: -1.58242 -1.01235 1.26143
N: -2.11136 -0.53368 0.08147
C: -3.43956 -0.30672 -0.09686
C: -4.40420 -0.72287 0.84333
C: -5.75109 -0.53881 0.63523
C: -6.22504 0.07174 -0.51945
C: -7.68687 0.25582 -0.78646
C: -5.29383 0.45469 -1.47502
C: -3.93304 0.26202 -1.29460
C: -3.02586 0.57119 -2.48358
O: -1.74205 0.17890 -2.27398
C: -2.95018 2.08123 -2.78235
F: -2.03238 2.37623 -5.07414
F: -2.79716 2.72876 -1.59048
F: -4.03519 2.62436 -3.36637
C: -3.53352 -0.23345 -3.70372
F: -2.54859 -0.40542 -4.60191
F: -3.92281 -1.46182 -3.34127
F: -4.55468 0.30246 -4.37935
C: -0.57894 -1.99969 1.17490
C: 0.00483 -2.49674 2.33094
C: -0.13502 -2.33819 -0.24469
O: 0.27433 -1.22393 -0.92450
C: 1.08100 -3.29287 -0.25776
F: 1.51067 -3.49473 -1.51157
F: 2.10790 -2.76561 0.40582
F: 0.86344 -4.50153 0.27717
C: -1.27645 -3.02845 -1.07031
F: -2.46684 -3.05786 -0.46064
F: -1.01118 -4.30600 -1.38788
F: -1.44518 -2.39274 -2.24080
H: -0.11764 -2.08198 5.71411
H: 0.33069 -3.57672 4.87901
H: 1.40050 -2.18366 4.81634
H: -1.54014 -0.54947 4.61905
H: -2.65458 0.27318 2.59852
H: -4.07414 -1.24389 1.72936
H: -6.44302 -0.88465 1.38818
H: -8.28672 -0.03664 0.07136
H: -7.90371 1.29082 -1.04404
H: -7.98113 -0.36381 -1.63223
H: -5.64250 0.91500 -2.38796
H: 0.74785 -3.27687 2.29244
C: 3.26047 1.90991 -2.60352
C: 2.03906 1.64562 -1.77983
N: 0.93693 1.21852 -2.30162
N: 0.98296 0.87500 -3.61659
C: 0.00849 1.27379 -4.46605
N: -0.16845 0.58255 -5.61757
S: -1.11037 2.30272 -3.59476
C: 2.09466 1.80235 -0.33048
C: 2.70781 2.89697 0.28015
C: 2.70203 2.97720 1.65871
C: 2.14066 1.93959 2.39091
C: 1.58131 0.87487 1.69793
N: 1.53358 0.82064 0.37841
H: 2.97210 2.25302 -3.59683
H: 3.89748 2.65596 -2.14056
H: 3.84037 0.98798 -2.68933
H: 1.69255 0.20520 -3.90339
H: -0.03787 -0.42051 -5.61191
H: -0.95985 0.87717 -6.16914
H: 3.13225 3.68549 -0.31677
H: 3.12444 3.83677 2.15722
H: 2.13997 1.95155 3.47018
H: 1.16347 0.01728 2.21505
Br: -1.74091 2.55936 5.55965
C: -1.83700 3.40912 3.86473
C: -2.50553 4.61673 3.72825
N: -2.63862 5.21419 2.56032
C: -2.09658 4.65954 1.49059
C: -1.36781 3.47276 1.53349
C: -1.25244 2.82079 2.75822
C: -0.78443 2.85790 0.27630
O: -0.26524 3.53741 -0.59313
O: -0.91761 1.59196 0.25524
H: -2.95513 5.10885 4.57932
H: -2.25015 5.17942 0.55631
H: -0.72400 1.88081 2.83325
N: 3.78673 -1.16460 -1.48894
C: 4.75352 -1.66533 -0.60872
C: 5.82896 -2.40927 -1.09682
C: 6.81414 -2.85010 -0.23133
C: 6.72027 -2.55451 1.10815
C: 5.67308 -1.81988 1.61033
C: 4.68862 -1.36378 0.75043
S: 7.97697 -3.26010 2.21060
O: 7.81546 -2.55160 3.47142
O: 7.58475 -4.66362 2.24988
O: 9.23275 -3.00566 1.51868
H: 2.92562 -0.90241 -1.02129
H: 3.59670 -1.79605 -2.25706
H: 5.88071 -2.63486 -2.15462
H: 7.66953 -3.40824 -0.57242
H: 5.65160 -1.60475 2.66520
H: 3.84818 -0.78927 1.11607

Cartesian forces, eV/Å:
4.1 -1.1 2.9
0.0 0.0 -0.1
-0.1 0.1 -0.1
0.0 -0.2 -0.1
0.1 0.2 -0.4
0.5 -0.7 1.1
0.3 -0.2 -0.4
-1.4 0.1 -0.2
0.4 0.0 -0.2
0.0 0.1 -0.2
0.1 0.0 -0.1
0.0 0.0 -0.1
-0.1 -0.1 0.3
0.2 -0.1 0.2
-2.3 0.5 -0.1
-1.8 -1.0 -3.2
0.6 0.6 -0.7
0.1 -0.1 0.0
0.1 -0.1 0.0
0.1 -0.3 0.1
-0.1 -0.7 -0.7
0.2 0.1 0.0
0.1 0.0 0.2
-0.1 0.3 0.3
-0.2 0.2 0.0
-0.1 0.1 0.2
-0.1 -1.0 0.2
0.0 0.4 -0.2
0.6 -0.3 -0.1
-0.1 0.0 -0.3
0.0 0.3 0.2
-0.3 0.0 0.2
-0.6 -0.4 -0.6
0.0 -0.1 0.2
0.1 -0.1 0.1
0.0 -0.3 0.0
0.0 0.0 0.1
0.0 -0.1 0.1
0.1 0.0 0.1
0.0 0.0 0.1
0.0 0.0 0.0
0.0 0.0 0.0
-0.1 -0.1 0.1
-0.1 0.0 0.1
-0.1 0.1 0.0
-0.1 0.0 -0.1
-0.1 0.0 -0.1
0.1 0.0 -0.1
-0.2 0.2 -0.1
0.0 0.0 -1.2
0.3 -0.1 1.6
0.5 -0.6 -1.0
-0.6 0.2 0.2
0.1 0.0 0.2
-0.4 1.0 -0.6
0.2 0.1 1.0
-0.1 -0.2 -0.2
-0.1 -0.1 0.0
0.0 -0.1 -0.2
0.2 0.0 0.4
0.3 0.3 -0.4
0.0 0.0 0.0
0.1 0.0 0.1
0.0 -0.1 0.1
-0.2 0.3 0.0
0.1 0.0 0.1
0.1 0.2 0.1
0.1 0.1 -0.1
0.1 0.0 0.0
0.0 0.0 0.1
-0.1 0.0 0.1
0.0 0.1 -0.1
0.1 -0.1 0.0
0.0 -0.3 0.3
-0.3 0.4 -0.1
0.4 -0.2 -0.3
-0.1 -0.1 0.0
-0.1 0.1 -0.1
0.3 2.7 0.1
-0.3 -0.2 0.5
-0.4 0.1 0.8
0.0 0.0 0.1
0.1 0.0 -0.2
0.0 0.0 0.0
-0.5 0.4 -0.6
0.5 -0.1 0.4
-0.2 0.1 0.0
-0.3 0.2 -0.3
0.9 -0.4 0.9
-0.1 0.2 -0.2
0.0 0.0 -0.3
-0.5 0.1 -0.4
0.0 0.0 0.1
0.2 0.0 0.1
0.1 0.0 0.1
0.0 -0.3 0.0
-0.1 0.0 0.2
0.0 0.0 -0.1
0.1 -0.1 -0.1
0.0 0.0 0.2
-0.1 0.1 0.1

Atom charges from the Mulliken analysis, given in e for atoms 1 to 2:
1 V -0.3037
2 C -1.6104